1) {"formula": "C3H2N4O", "method": "ωB97M-V with the def2-TZVPD basis set", "e_homo_ev": -10.5, "orbital_gap_ev": 8.06, "symbols": ["C", "C", "C", "H", "H", "N", "N", "N", "N", "O"], "positions_angstrom": [[0.93, -0.29, -0.13], [0.56, 1.05, -0.33], [-0.25, -1.39, -0.06], [1.44, 1.66, -0.73], [-0.10, -2.39, 0.06], [-0.37, 1.82, 0.12], [-1.02, 0.84, 0.75], [-1.77, 0.23, -0.23], [-1.60, -1.15, 0.16], [2.18, -0.38, 0.39]], "mulliken_charge": [0.635, -0.049, -0.289, 0.311, 0.470, -0.202, -0.115, -0.090, -0.212, -0.458]}


2) {"formula": "C3H2N4O", "method": "ωB97M-V with the def2-TZVPD basis set", "e_homo_ev": -9.6, "orbital_gap_ev": 8.76, "symbols": ["O", "C", "C", "N", "N", "C", "N", "N", "H", "H"], "positions_angstrom": [[1.48, 0.41, 1.52], [0.87, 0.66, 0.53], [1.33, 0.02, -0.80], [0.41, -0.84, -1.06], [-0.73, -1.29, -0.50], [-1.56, -0.49, 0.11], [-1.44, 1.03, 0.14], [-0.39, 1.51, 0.52], [2.30, -0.19, -1.29], [-2.28, -0.81, 0.83]], "mulliken_charge": [-0.441, 0.493, -0.073, -0.185, -0.324, 0.083, -0.238, -0.055, 0.356, 0.384]}


3) {"formula": "C3H2N4O", "method": "ωB97M-V with the def2-TZVPD basis set", "e_homo_ev": -10.2, "orbital_gap_ev": 9.06, "symbols": ["O", "C", "N", "C", "C", "N", "N", "N", "H", "H"], "positions_angstrom": [[0.65, -1.06, 1.94], [0.68, -1.07, 0.71], [1.35, -0.02, 0.00], [0.73, 0.93, -0.49], [-0.69, 0.88, -0.30], [-1.51, 0.00, 0.07], [-1.22, -1.32, -0.46], [-0.18, -1.96, -0.07], [1.22, 1.63, -1.21], [-1.03, 2.01, -0.19]], "mulliken_charge": [-0.462, 0.770, -0.408, -0.077, 0.029, -0.276, -0.049, -0.185, 0.371, 0.287]}


4) {"formula": "C3H2N4O", "method": "ωB97M-V with the def2-TZVPD basis set", "e_homo_ev": -9.9, "orbital_gap_ev": 8.68, "symbols": ["C", "C", "C", "H", "H", "N", "N", "N", "N", "O"], "positions_angstrom": [[0.85, -0.96, -0.03], [0.50, 1.01, -0.42], [-0.80, 0.71, 0.29], [0.68, 2.06, -0.27], [-0.95, 1.35, 1.17], [1.52, 0.30, -0.70], [-1.66, -0.22, 0.41], [-1.36, -1.26, -0.55], [-0.25, -1.60, -0.73], [1.46, -1.39, 0.82]], "mulliken_charge": [0.642, -0.109, -0.030, 0.334, 0.344, -0.365, -0.218, -0.109, -0.116, -0.374]}


What should be chosen as the least stable of them? Choose 1).


1) {"formula": "C2HCl5", "method": "ωB97M-V with the def2-TZVPD basis set", "e_homo_ev": [-8.4, -9.2], "orbital_gap_ev": [6.98, 8.78], "symbols": ["C", "C", "Cl", "Cl", "Cl", "Cl", "Cl", "H"], "positions_angstrom": [[-0.13, 0.84, 0.54], [2.61, 0.34, 0.12], [0.02, 2.51, 0.75], [-0.18, 0.40, -1.07], [2.49, -1.37, 0.59], [2.72, 0.44, -1.59], [3.92, 1.13, 1.06], [-0.51, 0.06, 1.20]], "mulliken_charge": [-0.116, 0.210, -0.099, -0.084, -0.103, -0.063, -0.129, 0.384]}


2) {"formula": "C2HCl5", "method": "ωB97M-V with the def2-TZVPD basis set", "e_homo_ev": -11.1, "orbital_gap_ev": 11.55, "symbols": ["Cl", "C", "Cl", "C", "Cl", "Cl", "Cl", "H"], "positions_angstrom": [[1.73, 0.48, 1.34], [0.76, -0.43, 0.09], [1.25, -0.05, -1.62], [-0.75, -0.16, 0.32], [-1.75, -1.11, -0.80], [-1.17, 1.58, 0.14], [-1.26, -0.60, 2.01], [0.96, -1.47, 0.21]], "mulliken_charge": [-0.100, -0.123, -0.103, 0.235, -0.089, -0.088, -0.104, 0.372]}


What should be chosen as the least stable of them? Choose 1).